Density functional theory data (the ωB97M-V functional and the def2-TZVPD basis) for one molecule with the formula C10H10O2S.

The HOMO energy comes out at -8.61 eV. As for the SMILES: O=C(O)[C@@H]1CCSc2ccccc21. The energy above the lowest of the compared OMol25 structures with the same formula, charge and spin is 2.5 kcal/mol. The value obtained for the gap between HOMO and LUMO is 9.17 eV. Its multiplicity is 1. For the electronic energy, the calculation gives -935.73261 a.u. The value obtained for the lowest unoccupied orbital energy is 0.5605 eV.

Last column: natural (NBO) charge in e.
Positions of all 23 atoms, in Å:
S  -0.661941  -2.467478  -0.303137  0.27
O  0.938606  1.401944  2.245500  -0.67
O  -0.949390  2.486654  2.371439  -0.56
C  1.095011  -1.268119  -1.919853  -0.23
C  -0.888668  0.634915  0.771839  -0.34
C  -1.428163  -0.580560  1.517957  -0.41
C  0.187058  -1.028341  -0.930417  -0.15
C  -0.299908  1.662667  1.799511  0.79
C  1.842824  1.075882  -1.946652  -0.24
C  1.011986  1.245756  -0.811431  -0.14
C  0.153262  0.247310  -0.348968  -0.10
C  1.879809  -0.217948  -2.398852  -0.19
C  -2.004933  -1.652869  0.561775  -0.54
H  1.330804  -2.236809  -2.288738  0.22
H  2.730175  -0.480079  -3.074623  0.21
H  -2.199253  -0.232911  2.259790  0.23
H  2.557103  1.847245  -2.363976  0.23
H  -2.590603  -2.369710  1.174156  0.24
H  -2.684819  -1.207374  -0.132351  0.22
H  0.993874  2.222411  -0.337626  0.21
H  -1.711177  1.224045  0.282492  0.24
H  -0.669342  -1.044995  2.152063  0.22
H  1.367684  0.738364  1.720103  0.49

Force components x, y, z for each atom (eV/Å):
S -0.1 0.2 -0.2
O 0.2 0.7 0.4
O -0.3 0.3 -0.5
C 1.1 1.2 -0.5
C 0.9 1.0 -1.0
C -1.1 0.2 0.8
C -0.4 -0.4 1.0
C -0.6 -1.5 0.5
C 0.0 0.3 1.3
C 0.0 0.7 -1.2
C -0.9 0.7 0.9
C 1.8 -1.0 -1.3
C 0.2 0.3 1.6
H -0.3 -0.8 -0.2
H -1.1 0.2 0.2
H 0.4 -0.3 -0.9
H -1.2 -0.9 0.8
H 0.6 0.1 -0.6
H -0.4 0.3 -0.6
H -0.1 0.0 0.0
H 0.5 -0.8 0.4
H 0.2 0.0 -0.2
H 0.4 -0.7 -0.6

---

Density functional theory data (the ωB97M-V functional and the def2-TZVPD basis) for C10H10O3 as an isolated structure.

The HOMO energy comes out at -8.53 eV. The energy above the lowest of the compared OMol25 structures with the same formula, charge and spin is 220.5 kcal/mol. The value obtained for the gap between HOMO and LUMO is 8.43 eV. Its multiplicity is 1. For the electronic energy, the calculation gives -612.40985 a.u. The value obtained for the lowest unoccupied orbital energy is -0.0999 eV.

Last column: natural (NBO) charge in e.
Positions of all 23 atoms, in Å:
O  -0.003384  -3.473928  -0.788329  -0.50
O  -1.433860  2.063365  1.705134  -0.56
O  -0.995573  -3.091377  1.188827  -0.48
C  -0.460833  0.525040  0.181682  -0.26
C  -0.074743  -2.163945  -0.550304  0.23
C  -0.711243  -1.969716  0.644097  0.24
C  -0.867793  -0.593562  1.033354  -0.09
C  0.356273  -1.232082  -1.433995  -0.23
C  0.199236  0.110107  -0.979190  -0.14
C  -0.692303  1.764071  0.695276  0.56
C  1.501388  3.065391  0.276166  -0.53
C  -0.843055  -4.172313  0.306744  0.21
C  0.159478  2.993962  0.065177  -0.46
H  -0.365719  2.998270  -1.332895  0.16
H  2.264529  4.183605  -0.224796  0.18
H  -1.363716  -0.472825  1.701977  0.15
H  0.736943  -1.495919  -2.773284  0.25
H  -0.309018  3.954212  0.316010  0.24
H  0.770822  1.028930  -1.541393  0.23
H  -1.807869  -4.406926  -0.132501  0.20
H  2.024873  2.002448  -0.332331  0.17
H  1.942030  3.080056  1.120153  0.20
H  -0.026465  -4.696865  0.854419  0.23

Force components x, y, z for each atom (eV/Å):
O -0.9 -2.6 0.1
O 2.4 -1.6 -3.8
O -2.3 -2.2 3.3
C 0.3 -7.6 0.0
C 0.1 -1.5 -1.6
C 1.2 7.2 -1.1
C 8.9 -4.7 -14.5
C 0.9 2.1 -3.6
C 2.1 3.0 -2.2
C -0.9 7.2 4.0
C 6.9 -0.9 -9.4
C 3.8 3.3 -0.7
C -8.4 0.4 -3.7
H 2.1 -0.2 3.8
H -2.8 -3.3 0.9
H -10.1 3.2 14.5
H -1.1 0.8 5.0
H -0.4 -0.6 0.5
H -1.8 -2.6 0.8
H 0.2 -1.1 0.2
H -0.9 3.3 1.8
H 2.1 -0.2 6.6
H -1.6 -1.4 -1.0

---

Density functional theory data (the ωB97M-V functional and the def2-TZVPD basis) for C10H10O3 as an isolated structure.

The HOMO energy comes out at -8.92 eV. The energy above the lowest of the compared OMol25 structures with the same formula, charge and spin is 201.0 kcal/mol. The value obtained for the gap between HOMO and LUMO is 8.75 eV. Its multiplicity is 1. For the electronic energy, the calculation gives -612.44094 a.u. The value obtained for the lowest unoccupied orbital energy is -0.1705 eV.

Last column: natural (NBO) charge in e.
Positions of all 23 atoms, in Å:
O  0.290883  -0.084675  -3.158846  -0.57
O  0.608461  -0.683754  3.189656  -0.46
O  1.220184  -2.234726  1.496534  -0.47
C  -2.488422  1.826568  -2.449476  -0.54
C  0.517128  -0.812488  -0.348352  -0.13
C  -1.066609  1.915395  -2.675615  -0.54
C  -0.239176  1.035984  1.572635  -0.20
C  0.627015  -1.110970  0.884151  0.17
C  1.271496  -1.960101  2.833991  0.21
C  0.025096  0.363682  -0.751282  -0.21
C  0.383989  -0.238064  1.850995  0.29
C  -0.218819  0.693677  -2.165646  0.58
C  -0.464196  1.219459  0.147982  -0.11
H  -0.655574  1.879388  -3.794805  0.25
H  0.885422  -1.883309  -1.083884  0.26
H  2.361339  -2.059027  2.865034  0.15
H  -3.096711  2.807049  -2.650265  0.23
H  -3.028713  0.554546  -3.170174  0.16
H  -0.414770  1.527603  2.302732  0.18
H  -2.532145  1.512707  -1.318346  0.21
H  -0.873449  2.815474  -2.264828  0.22
H  -0.808154  2.003651  0.040117  0.16
H  1.121544  -2.731691  3.459360  0.17

Force components x, y, z for each atom (eV/Å):
O -2.7 4.1 5.7
O 1.1 -1.7 -3.4
O -2.7 -0.1 -3.3
C -4.1 -3.7 0.4
C 2.2 -6.3 -7.0
C 3.0 -3.5 -4.0
C 3.8 -10.2 -10.2
C 2.4 -3.3 5.0
C 3.4 2.2 0.1
C -1.5 1.1 -3.3
C -2.9 5.3 3.9
C 2.2 -3.3 -6.0
C 5.9 -10.3 7.7
H -1.4 0.6 2.2
H -1.3 4.0 1.8
H 0.8 2.0 1.4
H 1.0 -2.2 0.2
H 1.3 4.0 2.1
H -2.7 7.0 8.6
H -0.9 0.7 -2.1
H 1.9 3.0 1.6
H -6.2 13.5 -3.3
H -2.6 -2.7 2.1

---

Density functional theory data (the ωB97M-V functional and the def2-TZVPD basis) for a 2-piece molecular cluster, C10H10OS overall.

The HOMO energy (spin up / spin down) comes out at -8.30 / -8.30 eV. The energy above the lowest of the compared OMol25 structures with the same formula, charge and spin is 95.6 kcal/mol. The value obtained for the gap between HOMO and LUMO (spin up / spin down) is 7.67 / 7.67 eV. Its multiplicity is 1. For the electronic energy, the calculation gives -860.25067 a.u. The value obtained for the lowest unoccupied orbital energy (spin up / spin down) is -0.6237 / -0.6234 eV.

Last column: natural (NBO) charge in e.
Positions of all 22 atoms, in Å:
S  0.689841  -3.085485  -1.400592  0.19
O  -0.357188  -2.140461  2.607235  -0.66
C  -1.523507  -0.972342  -1.607436  -0.17
C  1.131984  -0.022417  0.104857  -0.14
C  -0.135524  -2.164027  -0.219212  -0.22
C  0.901663  -0.168633  2.861503  -0.28
C  -1.699650  1.362952  -2.708478  -0.69
C  -1.356194  0.148409  -2.041403  -0.23
C  0.347648  -1.109140  0.635197  -0.22
C  1.732594  0.913053  0.922516  -0.24
C  0.319242  -1.149938  2.018890  0.35
C  1.567612  0.865546  2.290243  -0.18
H  -2.715119  1.244637  -3.278387  0.24
H  0.539648  -0.249452  4.018535  0.21
H  2.389843  1.767361  0.532164  0.22
H  1.676918  -2.142599  -1.516311  0.13
H  -1.708815  2.175267  -1.945814  0.23
H  -1.136114  -2.500735  0.179393  0.29
H  1.129352  0.148798  -0.959905  0.23
H  1.934510  1.713983  2.849949  0.22
H  -0.251340  -2.072598  3.595952  0.49
H  -0.917375  1.663598  -3.597498  0.21

Force components x, y, z for each atom (eV/Å):
S 1.0 0.5 0.5
O -0.4 -1.0 1.8
C 1.8 -2.0 2.3
C -0.5 -0.3 0.5
C -4.9 1.1 -0.9
C -2.1 -1.0 2.0
C 0.4 1.9 -2.9
C -0.7 -0.2 -0.7
C 3.0 2.1 -0.5
C 1.1 1.1 -1.5
C -0.1 0.4 0.8
C 0.3 0.6 0.8
H 1.7 0.4 1.3
H 1.4 0.4 -2.9
H -1.3 -1.4 0.2
H -0.3 -0.7 -0.1
H -0.3 -0.2 -0.9
H 1.6 -0.7 -0.6
H 0.1 -0.3 -0.2
H 0.1 -0.2 0.4
H -0.2 -0.1 -1.6
H -1.7 -0.6 2.3

---

Density functional theory data (the ωB97M-V functional and the def2-TZVPD basis) for one molecule with the formula C10H10P2.

The HOMO energy comes out at -8.07 eV. As for the SMILES: C1=CP2C=CC1\P=C/C=C\C=C/2. The energy above the lowest of the compared OMol25 structures with the same formula, charge and spin is 0.0 kcal/mol. The value obtained for the gap between HOMO and LUMO is 8.15 eV. Its multiplicity is 1. For the electronic energy, the calculation gives -1069.60919 a.u. The value obtained for the lowest unoccupied orbital energy is 0.0870 eV.

Last column: natural (NBO) charge in e.
Positions of all 22 atoms, in Å:
P  -1.930559  -0.391594  0.148095  0.75
P  1.284153  1.703829  0.095224  0.77
C  0.081430  1.306294  -1.227122  -0.52
C  -0.714182  -0.074492  1.610442  -0.60
C  -1.311931  -1.634694  -0.794547  -0.69
C  0.054206  -1.938221  -1.198773  -0.22
C  0.760870  -1.012664  -1.848375  -0.22
C  1.600243  0.054961  0.794068  -0.52
C  0.169766  0.305522  -2.105581  -0.20
C  0.078269  2.247455  1.347780  -0.51
C  -0.736408  1.378455  1.931124  -0.15
C  0.644993  -0.621688  1.418653  -0.14
H  1.723572  -1.237343  -2.284829  0.22
H  -0.378467  0.374165  -3.044843  0.21
H  0.422506  -2.946344  -1.076617  0.22
H  -1.237190  -0.630373  2.400699  0.25
H  -2.071512  -2.116553  -1.410626  0.24
H  0.069200  3.297747  1.603713  0.23
H  0.824815  -1.613995  1.813114  0.21
H  -0.470252  2.196772  -1.521850  0.22
H  2.597983  -0.344895  0.681540  0.23
H  -1.461506  1.697654  2.668713  0.21

Force components x, y, z for each atom (eV/Å):
P -0.1 -1.2 0.3
P -0.3 -0.2 0.2
C 0.9 0.6 -0.7
C -0.3 -0.1 -0.4
C -0.7 0.4 0.5
C 0.1 -0.1 -0.1
C 0.0 -0.1 -0.1
C 0.2 0.1 0.2
C -0.2 0.3 0.0
C 0.1 0.1 0.1
C -0.1 0.3 0.0
C 0.4 0.0 0.1
H 0.1 -0.2 0.0
H 0.0 0.1 0.0
H 0.2 -0.1 -0.1
H 0.0 0.1 -0.2
H -0.1 0.1 0.0
H -0.1 0.1 0.1
H 0.1 -0.1 0.0
H -0.1 -0.1 -0.1
H 0.0 -0.2 0.0
H -0.1 0.1 0.1

---

Density functional theory data (the ωB97M-V functional and the def2-TZVPD basis) for C10H11BFeO3 as an isolated structure.

The HOMO energy (spin up / spin down) comes out at -15.68 / -17.64 eV. The energy above the lowest of the compared OMol25 structures with the same formula, charge and spin is 31.5 kcal/mol. The net charge is +2. The value obtained for the gap between HOMO and LUMO (spin up / spin down) is 6.55 / 5.53 eV. Its multiplicity is 5. For the electronic energy, the calculation gives -1900.89376 a.u. The value obtained for the lowest unoccupied orbital energy (spin up / spin down) is -9.1235 / -12.1094 eV.

Last column: natural (NBO) charge in e.
Positions of all 26 atoms, in Å:
Fe  1.399023  0.488015  0.296547  0.15
O  1.364333  -0.161147  -2.505352  -0.34
O  2.826012  2.877084  -0.761485  -0.30
O  3.796109  -1.138601  0.369634  -0.30
C  0.108551  1.912574  1.126486  -0.25
C  -1.316672  -0.533896  0.341895  -0.15
C  2.290189  1.916058  -0.346725  0.62
C  0.334032  1.000986  2.222279  -0.15
C  1.095994  -0.014035  -1.380355  0.61
C  -1.778867  0.743888  0.039338  -0.06
C  0.446192  -0.346392  2.020783  -0.16
C  -0.999657  1.883526  0.198003  -0.22
C  0.028129  -0.868048  0.719288  -0.30
C  2.789366  -0.541924  0.384602  0.56
B  -1.807868  -2.209263  -2.017659  -0.30
H  -1.195676  2.832003  -0.366921  0.30
H  0.604840  2.887574  1.306461  0.28
H  -2.089928  -1.319980  0.440504  0.29
H  -2.799939  0.770561  -0.396448  0.28
H  -2.268776  -3.256414  -1.487115  0.29
H  0.703843  1.445037  3.164087  0.30
H  -2.673343  -1.695185  -2.736277  0.17
H  -1.368105  -1.321790  -1.121206  0.00
H  0.908863  -1.032956  2.766988  0.31
H  -0.820425  -2.464153  -2.711773  0.09
H  0.423791  -1.853513  0.434430  0.28

Force components x, y, z for each atom (eV/Å):
Fe -2.8 1.7 2.1
O -1.7 0.2 4.4
O -2.8 -5.1 2.2
O -4.6 2.6 0.0
C -2.6 1.9 0.5
C -2.0 -1.0 -0.4
C 4.0 7.4 -3.1
C 1.2 0.9 0.3
C 1.5 -0.7 -7.2
C -1.0 -0.2 -0.5
C -0.4 -1.9 0.0
C 1.8 1.3 0.2
C 1.2 -1.1 1.3
C 8.5 -5.6 0.6
B 2.1 2.4 -0.9
H 0.1 -1.1 0.6
H -0.7 -0.5 -0.2
H 0.5 0.6 0.5
H 0.7 0.4 0.4
H -0.6 -0.8 -0.7
H 0.0 -0.3 -0.6
H -1.3 -0.4 1.2
H -0.3 -0.5 -1.5
H -0.4 0.7 -0.5
H 0.2 -1.0 1.2
H -0.7 0.1 0.4